(1)
91
Properties=species:S:1:pos:R:3 method="wB97M-V/def2-TZVPD" orbital_gap_ev=7.01 max_force_ev_per_a=6.21 e_homo_ha=-0.274
C 3.3519 0.5433 1.8992
C 4.5107 0.0504 0.8918
O 4.1604 0.0503 -0.5224
C 3.8435 1.3399 -1.0406
O 3.0664 1.3660 -2.0486
C 4.3933 2.7486 -0.5164
C 3.2365 3.8815 -0.7778
C 2.0305 3.7899 0.2824
C 0.6342 3.3150 -0.3261
C -0.2370 2.2325 0.4116
C -1.6483 1.7372 -0.1147
C -2.5225 0.6067 0.6474
C -2.2146 -0.8504 -0.0152
N -1.8611 -0.7829 -1.4659
C -2.1887 2.3633 -1.4501
C -1.3560 3.4277 -2.2407
N -1.8371 3.9702 -3.4900
S -0.5023 5.0067 -3.8917
N 0.6141 4.8429 -2.5835
C 0.0455 3.8743 -1.6652
H 3.6759 1.5704 2.3137
H 3.1977 -0.1397 2.8134
H 2.3951 0.6722 1.2882
H 4.7242 -1.0560 1.1630
H 5.4344 0.7046 1.0737
H 5.3812 3.0712 -1.0304
H 4.6155 2.7799 0.6131
H 2.8852 3.9197 -1.8630
H 3.7664 4.8939 -0.5739
H 1.9143 4.8151 0.7946
H 2.3364 3.0153 1.0748
H 0.2047 1.7914 1.3837
H -2.1907 0.5191 1.7530
H -3.6394 0.8466 0.6679
H -3.1431 -1.4983 0.1263
H -1.2843 -1.2729 0.5223
H -2.6435 -0.4430 -2.0431
H -1.4765 -1.6710 -1.8155
H -3.2123 1.9557 -1.7930
C -6.4957 -5.3662 2.3322
C -5.7110 -4.1755 1.8236
C -6.1469 -3.7071 0.4667
O -4.9533 -3.1472 -0.0666
C -3.9150 -3.7929 0.5386
O -2.7741 -3.7250 0.1791
O -4.3471 -4.5267 1.6025
H -6.2126 -5.5910 3.3636
H -7.5705 -5.1786 2.3025
H -6.2735 -6.2630 1.7462
H -5.7404 -3.3610 2.5564
H -6.9349 -2.9528 0.5223
H -6.4765 -4.5177 -0.1911
C -7.2757 -10.7619 -0.0602
C -8.3697 -9.7459 0.1934
C -8.2612 -8.5219 -0.6677
O -8.8525 -7.5169 0.1461
C -8.6772 -7.9100 1.4404
O -8.8615 -7.2064 2.3922
O -8.2615 -9.2058 1.5076
H -7.4689 -11.6737 0.5107
H -7.2119 -11.0240 -1.1187
H -6.3045 -10.3852 0.2740
H -9.3544 -10.2169 0.0967
H -8.8071 -8.6269 -1.6078
H -7.2288 -8.2311 -0.8867
C 5.9347 2.7057 -5.5042
C 5.1672 3.8581 -4.8915
C 5.3091 5.1432 -5.6520
O 5.1525 6.1233 -4.6349
C 5.5556 5.5436 -3.4684
O 5.7561 6.1413 -2.4490
O 5.7019 4.1976 -3.6149
H 5.7051 1.7771 -4.9753
H 5.6826 2.5740 -6.5589
H 7.0142 2.8586 -5.4110
H 4.1142 3.5848 -4.7602
H 4.5400 5.2575 -6.4190
H 6.2935 5.2729 -6.1135
C 6.8884 4.1619 4.0821
C 5.4276 4.5590 4.0412
C 4.7413 4.4560 5.3714
O 3.3943 4.1836 5.0054
C 3.4381 3.5576 3.7957
O 2.5078 2.9980 3.2873
O 4.6795 3.6479 3.2404
H 7.3604 4.3628 3.1169
H 7.4305 4.7137 4.8533
H 6.9990 3.0889 4.2655
H 5.3192 5.5612 3.6117
H 4.8049 5.3843 5.9433
H 5.1083 3.6312 5.9906

(2)
94
Properties=species:S:1:pos:R:3 method="wB97M-V/def2-TZVPD" orbital_gap_ev=6.95 max_force_ev_per_a=11.02 de_lowest_kcal_mol=50.8 total_charge=-1 e_homo_ha=-0.223
N 0.8398 0.0473 -1.1456
O 0.1278 0.4423 -0.2666
O 2.0068 0.1543 -0.8006
O 0.5098 -0.1857 -2.2676
C 3.1058 -1.1007 2.7284
C 1.8788 -1.1737 3.4774
C 1.7938 -1.8337 4.8414
C 3.1068 -2.1967 5.5274
C 4.3858 -1.9627 4.7694
C 4.2678 -1.5337 3.2924
N 3.1718 -2.5367 6.8964
O 2.0268 -2.3817 7.5894
O 4.1838 -2.9597 7.3714
H 2.9468 -0.6297 1.6094
H 0.8748 -0.9857 2.9554
H 0.8668 -1.9187 5.2624
H 5.4018 -2.1607 5.2404
H 5.3168 -1.4477 2.8024
C -1.3892 3.4853 -4.5816
C -1.2412 4.9423 -4.7436
C -0.5412 5.7223 -3.7986
C -0.1152 5.1453 -2.4196
C -0.2702 3.6733 -2.2056
C -0.8852 2.8723 -3.4596
N 0.6308 6.1053 -1.5146
O 1.2668 5.6703 -0.5646
O 0.4758 7.2753 -1.7646
H -1.9742 2.9233 -5.3016
H -1.5842 5.5953 -5.5176
H -0.4782 6.6553 -3.9436
H 0.2098 3.1633 -1.4796
H -0.7442 1.8763 -3.1376
C -2.6152 0.1513 2.2364
C -2.6862 -0.9557 3.4314
C -4.0012 -1.0447 4.3864
C -5.2252 -0.2647 3.8174
C -5.1402 0.8143 2.7294
C -3.8082 0.8943 1.8904
N -6.4592 -0.2437 4.6734
O -6.5152 -1.0707 5.5844
O -7.3402 0.5773 4.2934
H -1.6122 0.1053 1.6884
H -1.7882 -1.4467 3.6244
H -4.2242 -1.7427 5.1164
H -6.0792 1.3693 2.5494
H -3.6642 1.6053 1.0544
C -3.1502 -0.0957 -2.0166
O -4.0172 0.4183 -1.2136
N -3.4912 -0.9007 -3.0336
C -2.5822 -1.1817 -4.0556
C -4.8422 -1.4397 -2.9806
H -2.0752 0.3073 -1.9956
H -2.7452 -2.2577 -4.4246
H -1.4982 -1.0057 -3.5676
H -2.4922 -0.3107 -4.6486
H -5.4202 -1.5987 -1.8846
H -4.6862 -2.4977 -3.4386
H -5.5962 -0.8897 -3.5246
C 3.1768 -5.0167 -0.4716
O 4.1198 -4.3017 -0.4106
N 1.9478 -4.8227 -0.1506
C 0.8818 -5.9037 -0.0366
C 1.4248 -3.4507 0.1104
H 3.3068 -6.2097 -0.7786
H 0.9138 -6.6597 -0.8396
H -0.1932 -5.5287 -0.0026
H 1.1638 -6.7077 0.6754
H 1.6708 -3.0827 1.0424
H 0.4168 -3.4137 -0.0476
H 1.8568 -2.7157 -0.6686
C 0.6068 2.3653 2.9634
O -0.0422 1.5113 3.7784
N 1.1028 3.4543 3.3704
C 1.7668 4.4063 2.3754
C 0.8408 4.1233 4.6604
H 0.8148 1.8693 1.9724
H 2.3208 4.9583 2.8654
H 0.9868 4.7883 1.7424
H 2.2998 3.8043 1.6184
H 1.3868 3.4393 5.3564
H -0.0762 3.8583 5.0184
H 0.9788 5.2323 4.7544
C 1.1158 -0.8937 -5.6606
O 0.7158 -1.0867 -6.8666
N 2.3608 -1.2637 -5.3606
C 2.7338 -1.0157 -4.0476
C 3.3428 -1.6607 -6.3186
H 0.2588 -0.3347 -5.0296
H 2.1958 -1.6007 -3.2226
H 2.4898 0.0163 -4.0136
H 3.8008 -0.7367 -4.0236
H 3.0768 -2.3167 -7.0436
H 4.1858 -2.3007 -5.9396
H 3.6328 -0.8437 -7.1146

(3)
81
Properties=species:S:1:pos:R:3 method="wB97M-V/def2-TZVPD" orbital_gap_ev=4.21 max_force_ev_per_a=1.34 total_charge=+3 e_homo_ha=-0.584
Au -0.8374 0.2284 -0.3999
O 1.2892 -0.1240 -0.2150
S 2.6084 0.2853 -0.9273
C 3.5275 1.2671 0.2926
C 3.1696 0.8647 1.7149
C 1.9576 1.6401 2.2153
C 1.3436 1.0378 3.4627
S 0.4575 -0.4760 2.9781
O -0.6137 -0.0491 1.9839
C -0.3086 -0.9197 4.5081
C 0.5217 -1.3724 5.5239
C -0.0454 -1.7150 6.7416
C -1.4219 -1.6436 6.9093
C -2.2384 -1.2170 5.8754
C -1.6855 -0.8705 4.6487
C 3.5624 -1.2075 -0.9302
C 3.1964 -2.2923 -0.1455
C 4.0065 -3.4184 -0.1628
C 5.1517 -3.4437 -0.9480
C 5.4931 -2.3519 -1.7368
C 4.6917 -1.2222 -1.7411
H 3.3030 2.3141 0.0789
H 4.5766 1.0902 0.0507
H 4.0242 1.0317 2.3718
H 2.9719 -0.2099 1.7400
H 1.1881 1.6722 1.4390
H 2.2306 2.6764 2.4324
H 0.6048 1.6832 3.9396
H 2.0781 0.7098 4.1986
H 1.5909 -1.4630 5.3703
H 0.5815 -2.0525 7.5550
H -1.8635 -1.9371 7.8520
H -3.3063 -1.1479 6.0310
H -2.3011 -0.5344 3.8250
H 2.2902 -2.2636 0.4443
H 3.7435 -4.2791 0.4368
H 5.7774 -4.3258 -0.9558
H 6.3779 -2.3851 -2.3573
H 4.9397 -0.3758 -2.3709
C -0.5027 3.5629 -0.1947
P -0.7307 2.3080 -1.4549
C -2.1771 2.7778 -2.4001
C 0.6586 2.2306 -2.5431
C 1.6371 3.2321 -2.5165
C 2.6629 3.2025 -3.4482
C 2.7200 2.1828 -4.3907
C 1.7574 1.1771 -4.4083
C 0.7328 1.1933 -3.4831
H 0.4922 3.5143 0.2443
H -1.2478 3.4437 0.5930
H -0.6556 4.5313 -0.6796
H -1.9088 3.6895 -2.9416
H -3.0161 2.9788 -1.7367
H -2.4457 2.0064 -3.1126
H 1.5942 4.0452 -1.8037
H 3.4092 3.9854 -3.4487
H 3.5200 2.1720 -5.1194
H 1.8119 0.3865 -5.1444
H -0.0055 0.3987 -3.4855
C -4.6578 1.2013 -0.3666
C -4.4840 -0.3073 -0.2871
As -2.8436 -1.0095 -1.0492
C -2.5330 -2.7314 -0.1940
C -3.6970 -3.6833 -0.4738
C -3.1544 -1.3949 -2.9290
C -3.2885 -0.2269 -3.8903
H -5.5654 1.4919 0.1605
H -4.7548 1.5477 -1.3954
H -3.8208 1.7201 0.1063
H -5.2880 -0.8309 -0.8101
H -4.4868 -0.6489 0.7497
H -2.4120 -2.5315 0.8722
H -1.5850 -3.1215 -0.5683
H -4.6464 -3.2935 -0.1073
H -3.5019 -4.6205 0.0471
H -3.7978 -3.9139 -1.5333
H -4.0830 -1.9711 -2.8876
H -2.3568 -2.0755 -3.2322
H -4.0187 0.5090 -3.5521
H -3.6329 -0.5971 -4.8553
H -2.3311 0.2652 -4.0591